1.
{"formula": "C22H31CuN5O6S2Si2", "method": "wB97M-V/def2-TZVPD", "symbols": ["H", "C", "H", "C", "N", "C", "H", "H", "H", "N", "H", "C", "H", "H", "C", "H", "C", "H", "C", "N", "H", "C", "H", "N", "C", "C", "H", "Si", "C", "H", "C", "C", "H", "O", "H", "H", "H", "H", "S", "Si", "C", "O", "O", "C", "H", "H", "C", "H", "C", "O", "Cu", "N", "H", "C", "O", "H", "H", "O", "H", "C", "H", "H", "H", "C", "C", "H", "H", "S", "C"], "positions_angstrom": [[-1.0975, -4.7574, 3.3238], [-2.9418, 1.2479, 3.4104], [3.3863, 0.0821, 3.5277], [2.3809, -0.0007, 3.9249], [-1.1557, -1.0849, -3.1070], [-0.9872, -3.7024, 3.1091], [2.6817, -0.0115, -7.2235], [-2.7369, 3.4445, 0.8332], [2.4366, 3.2122, 2.1875], [-0.3362, -2.4270, -1.3239], [-0.2314, -0.7367, 4.5203], [1.3904, 0.8010, -5.8911], [1.3380, 2.7901, 4.7103], [-4.1996, 0.7020, 0.5759], [0.5216, 2.2719, 4.2141], [-2.3511, 1.7253, 4.1830], [-0.4751, -3.4857, -2.0759], [-1.0488, -4.3151, -4.0088], [-1.1882, -3.1935, 1.8315], [1.9326, 0.6666, -7.1834], [3.1470, 0.0716, -4.9196], [-0.6208, -1.0560, 2.4301], [-3.1378, 0.2345, 3.7484], [-0.5394, -0.1830, -1.0762], [-0.4710, -1.4736, 3.7707], [1.6460, 0.6238, -3.4964], [2.2183, 0.3328, -2.6209], [-1.9713, 1.2053, 1.7148], [-0.3460, 0.3052, 2.0036], [-1.4801, -3.8493, 1.0157], [-1.2777, -2.1722, -3.8405], [2.1529, 0.4690, -4.7743], [-1.4399, 3.6568, 2.0084], [-1.5917, 1.9534, -1.8585], [-0.5379, -3.1250, 5.1381], [-1.0838, 3.0852, 0.3846], [-3.2476, -0.7640, 0.8532], [-0.1973, -4.4247, -1.6081], [3.0389, -0.9096, 0.3951], [1.2103, 1.0709, 2.8275], [-0.9491, -3.4365, -3.3887], [2.4814, -0.7600, -1.0263], [0.6353, 1.9522, -0.8951], [-3.1951, 0.2836, 0.5735], [-2.8021, 0.3325, -0.4346], [1.6496, 2.4352, 0.8113], [-1.7974, 3.0337, 1.1951], [1.2328, 0.5069, -7.8964], [0.3596, 1.1081, -3.3395], [1.9023, -0.5744, 1.2776], [0.8629, -0.2211, -0.0652], [-1.0461, -1.9307, 1.5051], [2.1150, -1.0480, 3.8520], [-0.6672, -1.2371, -1.8523], [4.1468, 0.0188, 0.5811], [-3.8957, 1.7676, 3.3504], [-0.1363, 3.0216, 3.7920], [3.4686, -2.2833, 0.6123], [2.3885, 0.2910, 4.9743], [0.1113, 1.3267, -5.7101], [-1.6749, -2.0150, -4.8419], [-0.4816, 1.6010, -6.5735], [3.1206, 1.7562, 1.4275], [-0.6558, -2.7930, 4.1103], [2.2038, 2.2555, 1.7236], [-0.0380, 1.7446, 4.9801], [-1.3905, 1.8642, -4.2545], [-0.3404, 1.2364, -1.6891], [-0.3985, 1.4804, -4.4344]], "fmax_ha_per_bohr": 0.11877, "spin_multiplicity": 2, "mol_weight_g_mol": 645.4, "total_charge": -2, "homo_lumo_gap_ev": [5.30, 5.55], "e_homo_ev": [-0.944, -1.199]}

---

2.
{"formula": "C24H48CdNO23P4", "method": "wB97M-V/def2-TZVPD", "symbols": ["C", "H", "C", "O", "O", "H", "H", "C", "H", "O", "H", "H", "Cd", "H", "C", "O", "H", "H", "C", "H", "C", "C", "H", "C", "H", "H", "O", "P", "C", "H", "P", "O", "H", "H", "H", "H", "H", "C", "H", "P", "H", "O", "H", "H", "C", "O", "H", "C", "C", "H", "C", "H", "C", "H", "H", "O", "H", "O", "H", "N", "O", "O", "C", "C", "C", "H", "C", "H", "C", "H", "O", "H", "O", "H", "O", "H", "P", "C", "H", "C", "O", "O", "H", "O", "H", "H", "C", "O", "H", "H", "O", "O", "H", "H", "H", "H", "H", "O", "H", "C", "O"], "positions_angstrom": [[7.2924, 2.1309, 5.9466], [5.4422, 1.8088, 2.5989], [-7.5990, -2.3285, -2.1508], [-7.3328, -1.2357, -3.0712], [-5.0232, -5.9649, 0.7850], [-4.0306, -2.4021, -5.5364], [2.5771, 8.6517, -5.0683], [-3.7146, -5.2398, 4.4860], [-8.4072, -1.9590, -1.5197], [0.9258, 0.0408, 1.3018], [5.9125, -2.1572, -6.6043], [-1.8586, 7.0929, -7.1768], [-4.7418, 0.0726, 2.0582], [3.9534, 0.1111, 4.1366], [5.5224, -1.9022, -5.6300], [-2.5719, -0.0257, 5.5737], [-3.2579, 1.3012, 9.2979], [3.8863, -3.2218, -5.5576], [2.3474, 7.6028, -5.2557], [-4.3519, -4.6659, 5.1588], [-3.3687, 0.5842, 8.4844], [6.2701, -0.8820, -5.0304], [-1.7803, -5.8722, -0.3807], [5.7918, 0.8341, 4.5914], [-4.0992, -0.1555, 8.8121], [4.4244, -0.5255, -2.2281], [2.8754, -2.4342, -3.2932], [-5.7605, -0.6958, -3.0643], [5.9551, -0.4176, -3.8024], [-0.1903, -1.8153, 8.3951], [-4.1492, -5.0412, 1.8305], [2.1195, 4.7263, -6.0971], [1.4826, 7.4290, -4.6154], [-3.8267, -7.2829, 0.0992], [-4.2181, 0.9440, -5.5290], [7.1572, 3.5886, 3.0017], [0.9765, -0.4325, 8.1070], [-4.6125, 1.1284, -4.5297], [8.0419, 0.0732, -5.4514], [-1.4334, 0.0962, 6.6321], [-5.7090, -3.1210, -5.1780], [7.4655, -0.6795, -5.6023], [0.4199, 3.5194, -5.9127], [6.5649, 0.2533, -3.2155], [-1.1274, 6.3577, -7.5128], [-4.4309, -5.7004, 3.3666], [-0.5130, 6.9826, -8.1609], [4.4706, -2.4616, -5.0606], [6.9097, 2.8397, 3.7395], [1.3502, 1.7024, 7.3113], [4.8323, -0.9473, -3.1348], [-3.2652, -6.1454, 4.8935], [-5.0326, -2.2677, -5.1287], [7.7433, 2.2537, 6.9202], [6.2758, 0.3156, 6.5769], [-2.6487, -5.4316, 1.4337], [-3.8009, 0.7989, -3.8811], [-5.3096, -0.1642, -1.7092], [1.8849, 2.6305, -6.0615], [-0.0506, 0.1106, 0.6373], [8.3189, 4.1132, 5.2509], [4.7392, -0.1102, 4.6418], [-2.1928, -5.0652, 0.2247], [0.3056, 1.8982, 7.5531], [7.5313, 3.0593, 4.9827], [-8.1506, -3.1000, -2.6882], [1.4689, 3.5347, -5.6172], [-5.4283, -1.4800, -5.7698], [-4.8070, -7.3394, 0.5724], [-3.7485, 1.1443, 7.6300], [-0.1799, 5.8932, -6.5734], [-2.8599, -4.6223, 4.2098], [-0.6084, 1.5197, 6.6302], [-4.7399, -7.9500, 1.4728], [-2.0350, -0.0458, 8.1468], [2.7207, -2.1087, -2.4034], [1.3748, 5.8063, -6.9805], [6.0353, 1.7340, 3.4984], [1.3676, 3.4748, -4.5335], [0.4442, -1.2850, 7.6850], [0.0989, 0.1934, -0.5649], [-5.7897, 0.4217, -4.1803], [1.1826, -2.0092, 7.3410], [-1.1956, 0.0500, 1.0873], [-5.4242, -7.6781, -0.2597], [8.3760, 4.2771, 6.1951], [4.0599, -1.9288, -3.7790], [-4.3500, -3.5728, 1.7475], [-1.6671, 5.5820, -8.0560], [-2.8264, -4.3906, -0.3512], [1.4290, 5.4772, -8.4366], [-4.8585, -1.8259, -3.8204], [-6.8746, -2.7801, -1.4730], [-4.7750, 2.2058, -4.5565], [3.2562, 7.0118, -5.1422], [-1.4607, -4.2664, 0.3431], [0.1382, 1.4148, 8.5157], [1.9851, 7.3090, -6.6264], [0.2884, 2.9756, 7.7171], [6.4554, 1.0422, 5.7982], [-0.2593, -0.9845, 6.5436]], "fmax_ha_per_bohr": 0.09574, "mol_weight_g_mol": 954.9, "total_charge": 1, "homo_lumo_gap_ev": 1.46, "e_homo_ev": -9.750}

---

3.
{"formula": "C33H36BCdFN11O3Se", "method": "wB97M-V/def2-TZVPD", "symbols": ["Se", "H", "H", "C", "H", "C", "C", "H", "H", "H", "H", "H", "C", "H", "C", "H", "C", "N", "C", "C", "N", "C", "C", "N", "H", "O", "B", "C", "H", "H", "C", "H", "C", "N", "C", "N", "H", "C", "C", "H", "C", "H", "C", "H", "C", "H", "N", "N", "O", "N", "N", "C", "H", "C", "H", "C", "H", "H", "C", "C", "C", "O", "F", "N", "C", "H", "Cd", "H", "H", "C", "N", "H", "H", "H", "C", "C", "H", "H", "H", "C", "H", "C", "C", "C", "H", "H", "H"], "positions_angstrom": [[0.0307, 2.6588, -2.8901], [-4.0055, 5.0880, 2.4535], [-6.8076, 2.3571, -0.0277], [4.3220, -1.0515, 5.5835], [-3.2719, -1.3703, 3.4889], [-2.5673, 0.5395, -8.3134], [-6.0078, 2.3154, -0.7484], [-1.5754, 6.3449, 2.2041], [-2.7507, 0.4907, -9.3782], [3.4454, -0.7601, 6.1686], [5.9625, -1.0485, 7.0184], [5.3143, -4.5832, 6.0122], [-2.1430, 0.6087, -5.6037], [0.5507, 3.9154, -5.2665], [2.9279, -2.3481, 2.3305], [1.3206, 1.1420, 2.3311], [-3.2623, -0.6027, 2.7350], [-1.9140, 3.5078, 0.5968], [-1.1760, 4.5573, 0.9347], [-2.9923, -0.3683, -6.0993], [-1.7450, 0.9229, -4.3149], [0.0732, 3.4373, -6.1166], [-3.1249, 4.7994, 1.9046], [1.8528, -2.8118, 0.1977], [-4.2414, 2.1284, -3.4686], [-0.2039, -1.6261, -3.0964], [-4.2313, 2.6000, 1.0998], [1.7761, 0.1600, 2.3267], [-3.4662, -1.0865, -5.4447], [4.7811, -0.1429, 5.2004], [3.9330, -4.0108, -0.4400], [-0.5500, 4.1638, -6.6377], [1.0363, -2.3894, -0.8003], [-3.6956, 1.2358, 1.5913], [3.1592, -1.5108, 3.4103], [-3.9126, 2.3924, -1.4266], [1.8969, -4.6997, -0.6190], [-1.5187, 1.5241, -6.4453], [-6.0320, 2.1483, -2.1178], [4.5520, -3.4008, 0.2194], [5.3120, -1.7568, 6.5121], [0.8947, -3.0854, -1.6178], [-1.8966, 5.4147, 1.7705], [-6.8925, 2.0242, -2.7508], [-2.5717, -0.5899, 1.5177], [4.8345, -2.3902, 7.2568], [-2.8416, 0.5161, 0.8387], [-4.7331, 2.4552, -0.3536], [0.2649, 0.9540, 0.1888], [-3.1156, 3.6631, 1.1905], [-0.7456, 2.3471, -5.6310], [-0.8762, 1.9465, -4.3472], [3.9510, -3.5536, -1.4291], [2.1085, -1.9629, 1.2588], [6.9775, -2.9946, 6.1542], [-1.7195, 1.5165, -7.8168], [-3.8382, -1.1373, -7.9008], [-0.1711, 4.6524, 0.5548], [-4.6869, 2.2008, -2.4893], [0.3977, -1.1916, -0.8654], [-3.9669, 0.5854, 2.7332], [-1.5670, -0.3139, -1.9176], [2.7417, 0.6351, 4.3887], [4.0167, -1.9415, 4.4612], [-3.1889, -0.3870, -7.4701], [3.4195, -3.3076, 2.2822], [-1.7231, 1.7579, -0.9002], [4.3804, -5.0022, -0.5151], [5.7787, -4.2565, 4.3267], [5.3000, -3.8449, 5.2125], [6.1436, -2.6754, 5.6643], [6.4435, -2.1619, 4.8339], [-1.8387, 0.3254, -3.4696], [-1.2386, 2.2322, -8.4697], [2.5043, -4.1158, 0.0695], [3.8938, -3.3157, 4.9222], [0.8338, 3.0543, -6.7965], [3.2534, -3.3874, 5.8099], [3.4412, -3.9511, 4.1694], [1.5306, -0.6909, 1.2518], [-4.6513, 1.0044, 3.4523], [-0.5085, -1.0172, -2.0755], [0.6624, -0.2159, 0.1563], [2.5608, -0.2394, 3.3680], [-1.9194, -1.3344, 1.0875], [2.4505, -4.6319, 1.0298], [-5.1438, 2.9406, 1.8011]], "fmax_ha_per_bohr": 0.00535, "mol_weight_g_mol": 855.9, "total_charge": 1, "homo_lumo_gap_ev": 5.82, "e_homo_ev": -9.088}

---

4.
{"formula": "C11H8INS", "method": "wB97M-V/def2-TZVPD", "symbols": ["C", "H", "H", "C", "C", "C", "H", "S", "C", "I", "H", "C", "N", "H", "H", "C", "H", "C", "C", "C", "C", "H"], "positions_angstrom": [[0.8894, 0.5755, 0.0403], [0.3262, 3.3249, 1.3857], [2.2305, -4.2976, 0.4445], [-0.1832, 2.5032, 0.8891], [1.0116, -0.7273, 0.1946], [-1.4699, 2.2692, 0.6222], [1.5337, 2.4512, -0.5511], [-1.6052, -1.6242, -0.2957], [0.0373, -1.6975, 0.0177], [-4.4597, -0.5024, 0.0632], [3.6910, -2.2071, 1.0567], [2.6699, -2.2129, 0.7852], [2.2265, -0.9831, 0.5782], [-2.6359, 1.7215, -1.0844], [-0.1601, -3.8883, -0.2303], [1.8140, -3.2628, 0.3493], [-0.9030, 1.2888, -1.0127], [0.7990, 1.8363, 0.0586], [-2.3006, -0.1102, 0.0377], [-1.8818, 1.2550, -0.4375], [0.5308, -3.0151, 0.0483], [-2.1570, 2.6356, 1.2643]], "fmax_ha_per_bohr": 0.09468, "mol_weight_g_mol": 313.2, "homo_lumo_gap_ev": [6.68, 6.88], "e_homo_ev": [-7.269, -7.475]}